Record 1
The following is a DFT calculation (ωB97M-V/def2-TZVPD) of a single C9H9NO2S molecule in a non-equilibrium geometry.

Geometry (Å):
C (-1.612189, 0.662322, 1.580896)
C (-0.926228, 0.410681, -2.721773)
C (-1.354903, 0.475729, -1.391344)
C (0.368155, 0.629650, -2.949689)
C (-0.294602, 0.823175, -0.568585)
C (0.225700, -1.669543, 0.764881)
C (1.412894, -2.553774, 1.012781)
C (0.349249, 1.950371, 1.529132)
C (-0.346652, 0.720006, 0.938417)
N (-2.598125, 0.666809, 2.139381)
O (-0.812126, -2.030620, 0.325073)
O (0.609165, -0.408191, 1.145651)
S (1.114285, 1.012348, -1.464236)
H (-1.567507, 0.035390, -3.644082)
H (-2.387882, 0.231825, -1.079575)
H (0.884932, 0.752695, -3.942913)
H (1.630377, -3.196445, 0.205194)
H (1.179270, -3.246088, 1.841064)
H (2.301654, -1.951248, 1.331321)
H (1.416907, 1.699481, 1.604764)
H (0.029409, 2.316372, 2.481405)
H (0.378214, 2.669057, 0.862235)

Forces on the atoms, in the same order (eV/Å):
C 0.1 -1.1 -0.8
C -3.0 -1.8 -3.5
C 0.0 0.2 0.7
C 1.6 1.0 -0.9
C -3.2 -0.6 -0.3
C 1.8 -0.1 0.5
C 0.7 0.4 1.9
C 1.9 -3.3 2.5
C 3.3 0.4 -1.3
N -1.6 0.1 0.9
O -1.1 0.4 -0.2
O -1.9 0.3 1.0
S 1.6 0.4 0.0
H 1.0 1.1 2.3
H 0.9 0.2 0.0
H -0.5 -0.4 1.5
H 0.2 -0.4 -1.2
H -0.1 0.4 -0.2
H -0.8 -0.6 -0.5
H -0.2 -0.2 0.3
H -0.5 -0.1 0.5
H -0.5 3.8 -3.2

As for the spin multiplicity: 1. The energy above the lowest of the compared OMol25 structures with the same formula, charge and spin comes out at 0.1434 eV. As for the total charge: 0. The value obtained for the strongest force on any atom is 5.03 eV Å⁻¹.

***

Record 2
The following is a DFT calculation (ωB97M-V/def2-TZVPD) of a molecular structure, C22H16Co2NO6 in a non-equilibrium geometry.

Geometry (Å):
C (1.280364, -1.024941, -6.478297)
C (0.730302, -1.187947, -5.096537)
C (0.824903, -2.421075, -4.438235)
C (0.256548, -2.601430, -3.181645)
C (-0.402112, -1.525994, -2.550322)
N (-0.941972, -1.683828, -1.294883)
C (-0.444833, -0.267775, -3.186395)
C (0.113643, -0.109358, -4.446725)
H (1.178102, 0.014546, -6.803559)
H (2.339646, -1.303476, -6.530682)
H (0.744151, -1.665334, -7.189824)
H (1.352504, -3.241721, -4.926315)
H (0.312373, -3.561308, -2.668324)
H (-1.593712, -0.983757, -0.958898)
H (-1.154999, -2.622710, -0.977040)
H (-0.924780, 0.571527, -2.680841)
H (0.079680, 0.861934, -4.948417)
O (-4.154193, 2.728165, 2.487911)
C (-3.315303, 1.921385, 2.427415)
Co (-1.900455, 1.079250, 1.592820)
C (-2.122328, 1.647525, -0.064437)
O (-2.214462, 2.042145, -1.151897)
C (-0.725147, 2.315013, 2.026881)
O (-0.040630, 3.213497, 2.278482)
C (-1.922354, -0.636650, 2.137404)
C (-0.772409, -0.331084, 1.466263)
C (0.436299, -0.679170, 0.961601)
C (1.629184, 0.095452, 1.280188)
C (2.671261, 0.281228, 0.331468)
C (3.793323, 1.042072, 0.651161)
C (3.928410, 1.591473, 1.936507)
C (2.903721, 1.430837, 2.875066)
C (1.763226, 0.700876, 2.549152)
Co (-2.524827, 0.242839, 3.844846)
C (-4.026539, 0.684167, 4.659191)
O (-4.998895, 1.026876, 5.178437)
C (-1.292356, 1.252023, 4.606143)
O (-0.520524, 1.900316, 5.173887)
C (-2.237578, -1.196321, 4.804156)
O (-2.040373, -2.123734, 5.463650)
H (-2.526679, -1.529802, 1.925362)
H (0.533626, -1.537820, 0.297279)
H (2.549660, -0.169337, -0.658675)
H (4.574928, 1.208192, -0.095454)
H (4.824693, 2.155251, 2.201196)
H (2.988521, 1.874505, 3.868633)
H (0.988391, 0.523477, 3.302301)

Forces on the atoms, in the same order (eV/Å):
C 0.2 0.0 -0.3
C 0.0 0.1 0.3
C -0.3 0.4 0.1
C 0.0 0.4 -0.1
C 0.1 0.0 -0.3
N -0.8 -0.5 -0.2
C 0.0 -0.2 0.1
C 0.1 -0.5 0.0
H 0.1 -0.2 -0.1
H -0.1 0.1 0.0
H 0.1 0.1 0.0
H -0.2 0.1 0.1
H 0.0 0.2 -0.1
H 0.3 -0.2 -0.1
H 0.1 0.3 -0.2
H 0.1 -0.2 -0.1
H 0.0 -0.3 0.2
O 0.9 -1.0 0.5
C -1.0 0.6 -1.2
Co -0.7 4.3 0.6
C -0.7 -0.4 -1.5
O 0.3 -0.3 1.5
C 1.5 2.5 0.2
O -1.0 -1.6 -0.4
C -1.8 -3.4 -0.7
C 1.9 -1.2 0.9
C 0.3 0.2 0.4
C 0.3 0.9 -0.9
C -0.1 0.1 0.5
C -0.1 -0.2 0.2
C -0.2 0.1 0.0
C 0.1 -0.1 -0.3
C 0.2 -0.4 -0.2
Co 0.5 -0.2 0.9
C -1.5 0.3 -0.3
O 0.9 -0.3 -0.1
C 1.7 1.2 0.9
O -0.9 -0.7 -0.5
C 0.1 -1.2 -0.3
O -0.2 1.0 -0.4
H -0.1 0.4 -0.1
H 0.2 -0.3 1.0
H 0.1 0.2 0.3
H -0.2 -0.1 0.2
H -0.2 -0.1 -0.1
H 0.0 -0.1 -0.3
H 0.3 0.1 -0.3

As for the spin multiplicity: 1. The energy above the lowest of the compared OMol25 structures with the same formula, charge and spin comes out at 0.4133 eV. As for the total charge: -1. The value obtained for the strongest force on any atom is 4.45 eV Å⁻¹.

***

Record 3
The following is a DFT calculation (ωB97M-V/def2-TZVPD) of 3 unconnected molecules or ions with the total composition C5H8O.

Geometry (Å):
O (-0.997962, 1.774736, -0.237251)
C (-1.040870, 0.725100, 0.447193)
C (-1.143598, -0.648541, -0.231940)
C (0.288781, -1.072828, -0.015552)
C (1.354140, -0.057888, -0.315638)
C (0.870287, -0.060949, 0.947441)
H (0.173464, 1.567088, -1.067009)
H (-1.294715, 0.806028, 1.511015)
H (-1.471629, -0.557409, -1.273236)
H (-1.845817, -1.297526, 0.306117)
H (0.561999, -2.130694, -0.028041)
H (0.899188, 1.108130, -1.169461)
H (2.317787, -0.112382, -0.803713)
H (1.277903, 0.009059, 1.945437)

Forces on the atoms, in the same order (eV/Å):
O 0.1 -0.3 0.0
C 0.0 0.2 0.0
C 0.0 0.0 0.0
C -0.1 -0.2 -0.1
C -0.1 0.1 0.2
C 0.2 0.1 0.0
H -0.2 0.0 0.2
H 0.1 0.0 -0.1
H 0.1 0.0 0.1
H 0.1 0.1 -0.1
H 0.0 0.2 0.0
H 0.1 0.0 0.0
H -0.2 0.0 0.1
H 0.0 0.0 -0.1

As for the spin multiplicity: 1. The energy above the lowest of the compared OMol25 structures with the same formula, charge and spin comes out at 5.8399 eV. As for the total charge: 0. The value obtained for the strongest force on any atom is 0.31 eV Å⁻¹.

***

Record 4
The following is a DFT calculation (ωB97M-V/def2-TZVPD) of a molecular structure, C3H3BiO2 in a non-equilibrium geometry.

Geometry (Å):
H (-1.982824, -2.057141, -0.066563)
O (0.315668, 0.355527, 0.002643)
O (1.920192, 1.733881, 0.457032)
C (-1.312328, -1.287756, -0.446834)
C (-0.560636, -0.596538, 0.410202)
C (1.178392, 0.886568, 0.985148)
H (-1.422705, -0.956399, -1.482260)
H (-0.555852, -0.786372, 1.487997)
Bi (2.420092, 2.708226, -1.347363)

Forces on the atoms, in the same order (eV/Å):
H 0.2 0.3 -0.1
O 0.8 1.0 0.1
O 0.9 0.7 0.3
C -0.3 0.8 0.2
C -0.3 -1.1 0.3
C -1.6 -1.3 -0.2
H 0.3 -0.4 0.2
H 0.1 0.0 -0.4
Bi -0.1 0.0 -0.5

As for the spin multiplicity: 1. The energy above the lowest of the compared OMol25 structures with the same formula, charge and spin comes out at 0.0000 eV. As for the total charge: 0. The value obtained for the strongest force on any atom is 2.06 eV Å⁻¹.

***

Record 5
The following is a DFT calculation (ωB97M-V/def2-TZVPD) of a molecular structure, C16H30FO10S2Zn2 in a non-equilibrium geometry.

Geometry (Å):
Zn (-1.944455, 3.715770, -0.247276)
Zn (-4.459192, 2.267029, -1.355149)
C (-0.417183, 2.621413, 3.403427)
C (-0.941213, 3.914828, 2.777513)
O (-1.842119, 3.765347, 1.705587)
H (0.263369, 2.749760, 4.245044)
H (0.006830, 1.906156, 2.693580)
H (-1.245068, 2.051443, 3.837363)
H (-0.115057, 4.606917, 2.605672)
H (-1.523287, 4.329552, 3.606722)
C (-0.388079, 0.921143, -0.238545)
C (-1.686711, 0.574689, -0.953330)
O (-2.573150, 1.688566, -0.961238)
H (-0.604553, 1.202334, 0.792571)
H (0.042360, 1.808445, -0.713937)
H (0.254371, 0.043690, -0.284348)
H (-2.191979, -0.258436, -0.450741)
H (-1.598140, 0.119662, -1.943087)
F (-3.863147, 3.989841, -0.608111)
O (-4.014586, -2.448868, 3.586466)
S (-3.065156, -1.670064, 2.867808)
O (-3.389130, -0.336463, 2.438422)
O (-1.671904, -1.632282, 3.703359)
C (-0.468620, -1.147665, 3.089171)
C (0.586022, -1.245866, 4.142725)
C (-2.727292, -2.694454, 1.408229)
H (-0.702958, -0.129982, 2.751635)
H (-0.268923, -1.556606, 2.091863)
H (1.492483, -0.737329, 3.797901)
H (0.886797, -2.263249, 4.388580)
H (0.388114, -0.722433, 5.077351)
H (-1.824613, -2.420948, 0.872907)
H (-3.643942, -2.724688, 0.820830)
H (-2.728677, -3.697992, 1.835261)
O (4.539695, 1.181677, -2.283072)
S (4.835839, 1.130509, -0.868634)
O (6.003431, 0.445501, -0.416112)
O (4.912734, 2.662676, -0.343262)
C (4.193891, 3.659597, -1.048359)
C (5.078977, 4.922717, -1.212420)
C (3.398995, 0.528346, 0.004667)
H (3.391185, 4.131903, -0.475883)
H (3.867602, 3.330291, -2.029997)
H (5.810821, 4.842708, -2.022284)
H (5.636871, 5.177031, -0.311362)
H (4.608058, 5.855848, -1.532378)
H (3.619144, 0.171524, 1.006039)
H (2.944450, -0.184520, -0.680780)
H (2.697002, 1.357457, 0.103186)
C (-2.158860, -4.528766, -2.777539)
C (-2.092282, -5.762006, -3.275277)
C (-1.501650, -6.047454, -4.584047)
O (-1.359590, -7.156919, -5.027372)
C (-1.148867, -4.793044, -5.355178)
C (-1.183894, -3.559084, -4.825539)
C (-1.652129, -3.288429, -3.486839)
O (-1.648515, -2.194246, -2.952610)
H (-2.644281, -4.251400, -1.849122)
H (-2.470507, -6.616243, -2.727034)
H (-0.681018, -4.889337, -6.327027)
H (-1.018320, -2.715619, -5.485972)

Forces on the atoms, in the same order (eV/Å):
Zn -0.4 -1.3 2.8
Zn 2.9 0.3 1.3
C -0.6 -1.1 -0.3
C 0.1 -0.1 0.9
O 0.3 -0.1 -2.1
H 0.2 0.4 -0.3
H 0.4 0.4 -0.1
H -0.2 0.2 -0.1
H 0.0 0.1 -0.4
H -0.1 0.5 -0.2
C -1.1 0.3 -0.3
C -0.8 -1.6 0.0
O -1.3 2.1 -0.4
H 0.0 -0.2 0.0
H 0.5 -0.2 -0.2
H 0.3 0.2 0.0
H 0.0 0.2 0.6
H 0.6 0.7 -0.3
F -0.7 -0.7 -1.0
O 0.3 0.4 0.7
S 0.5 -0.3 -1.0
O 0.3 -0.1 0.1
O -1.7 -1.1 -0.7
C -0.9 1.6 -0.5
C 1.5 0.3 -0.1
C -0.3 -0.3 1.2
H 0.3 0.3 0.8
H 0.3 -1.1 0.5
H 0.0 -0.2 -0.3
H -0.3 -0.1 -0.1
H -0.7 -0.1 -0.1
H -0.1 -0.1 -0.1
H 0.1 0.7 -0.2
H 0.7 0.0 -0.1
O -0.1 -0.2 1.0
S 0.2 0.6 -0.7
O -0.5 0.5 0.1
O 0.2 -1.0 0.1
C 0.4 2.9 -0.5
C 1.3 0.0 -0.9
C -0.3 0.6 -0.4
H -0.5 -1.2 0.4
H -0.1 -0.3 0.2
H 0.2 -0.6 0.2
H -0.1 -0.3 0.1
H -0.9 -0.4 0.3
H 0.3 -0.3 -0.2
H 0.1 -0.4 0.3
H 0.1 0.1 -0.1
C -0.1 1.1 0.1
C -0.3 -0.1 1.0
C 0.2 1.2 -0.7
O 0.1 0.0 0.0
C 0.9 0.1 0.4
C -0.3 -0.1 -1.6
C -0.3 -1.2 0.8
O -0.1 -0.2 -0.1
H 0.1 -0.5 0.2
H 0.0 0.0 0.0
H -0.4 -0.3 -0.2
H 0.5 0.1 0.2

As for the spin multiplicity: 1. Its total energy is -158765.1145 eV. As for the total charge: +1. The value obtained for the strongest force on any atom is 3.24 eV Å⁻¹.

***

What did the fourth record say?
The following is a DFT calculation (ωB97M-V/def2-TZVPD) of a molecular structure, C3H3BiO2 in a non-equilibrium geometry.

Geometry (Å):
H (-1.982824, -2.057141, -0.066563)
O (0.315668, 0.355527, 0.002643)
O (1.920192, 1.733881, 0.457032)
C (-1.312328, -1.287756, -0.446834)
C (-0.560636, -0.596538, 0.410202)
C (1.178392, 0.886568, 0.985148)
H (-1.422705, -0.956399, -1.482260)
H (-0.555852, -0.786372, 1.487997)
Bi (2.420092, 2.708226, -1.347363)

Forces on the atoms, in the same order (eV/Å):
H 0.2 0.3 -0.1
O 0.8 1.0 0.1
O 0.9 0.7 0.3
C -0.3 0.8 0.2
C -0.3 -1.1 0.3
C -1.6 -1.3 -0.2
H 0.3 -0.4 0.2
H 0.1 0.0 -0.4
Bi -0.1 0.0 -0.5

As for the spin multiplicity: 1. The energy above the lowest of the compared OMol25 structures with the same formula, charge and spin comes out at 0.0000 eV. As for the total charge: 0. The value obtained for the strongest force on any atom is 2.06 eV Å⁻¹.

***

> What is the formula in the first record?

C9H9NO2S